This record from OMol25 describes C43H33BrCl2IN4O4Sn as an isolated structure. The level of theory is ωB97M-V/def2-TZVPD.

Last column: Löwdin charge in e.
Positions of all 89 atoms, in Å:
Sn 0.2489 -0.6541 -0.8981  1.478
C 4.1079 1.9544 0.6313  -0.037
O 3.1416 1.7503 1.6937  0.062
C 2.1619 1.0363 1.1743  -0.323
N 2.1914 0.7771 -0.0789  0.069
C 3.3612 1.4840 -0.6397  -0.213
C 4.2113 0.6878 -1.6011  -0.183
C 3.6831 -0.3407 -2.3727  -0.049
C 4.4848 -1.0262 -3.2714  -0.067
C 5.8240 -0.6920 -3.4098  -0.065
C 6.3503 0.3547 -2.6664  -0.053
C 5.5481 1.0420 -1.7703  -0.032
C 1.0645 0.6190 2.0613  -0.155
C 1.0585 0.8248 3.4350  0.069
C -0.0460 0.3845 4.1610  0.028
C -1.1100 -0.2095 3.4893  0.066
C -1.0058 -0.3474 2.1130  -0.171
N 0.0555 0.0370 1.4350  0.059
C -2.0323 -0.9118 1.2318  -0.323
N -1.9059 -0.8815 -0.0383  0.013
C -3.1558 -1.4300 -0.6035  -0.204
C -3.8388 -2.0444 0.6380  -0.026
O -3.1295 -1.4367 1.7523  0.074
C -2.9081 -2.3274 -1.7939  -0.166
C -2.0943 -1.8463 -2.8202  -0.088
C -1.8760 -2.5962 -3.9628  -0.110
C -2.4684 -3.8457 -4.0931  -0.047
C -3.2867 -4.3267 -3.0835  -0.036
C -3.5143 -3.5672 -1.9425  -0.012
H 4.9780 1.3351 0.8483  0.141
H 4.3982 3.0005 0.6250  0.142
H 2.9657 2.3450 -1.1926  0.163
H 2.6360 -0.6012 -2.2817  0.032
H 4.0641 -1.8244 -3.8696  0.103
H 6.4558 -1.2413 -4.0944  0.112
H 7.3865 0.6413 -2.7847  0.117
H 5.9735 1.8655 -1.2083  0.119
H 1.9045 1.2934 3.9171  0.139
H -0.0796 0.5090 5.2346  0.135
H -1.9966 -0.5508 4.0041  0.139
H -3.7400 -0.5740 -0.9628  0.159
H -3.6945 -3.1221 0.7088  0.134
H -4.8943 -1.8092 0.7293  0.145
H -1.6524 -0.8570 -2.7312  0.047
H -1.2599 -2.2015 -4.7618  0.025
H -2.3033 -4.4383 -4.9828  0.121
H -3.7554 -5.2964 -3.1823  0.121
H -4.1808 -3.9580 -1.1843  0.116
Cl 0.9524 -2.6296 -5.7387  0.835
C 1.6417 -1.5883 -6.9245  -0.550
C 2.7061 -2.0556 -7.6665  -0.072
C 3.4317 -1.1939 -8.4792  -0.008
C 3.1295 0.1605 -8.5226  -0.064
C 2.0603 0.6375 -7.8018  -0.553
Cl 1.6475 2.3071 -7.8845  0.803
C 1.2449 -0.2286 -7.0265  -0.239
N 0.1959 0.3510 -6.3526  0.155
C -1.0609 -0.1084 -6.0987  -0.179
C -1.6297 -1.1290 -6.8928  -0.006
C -2.8901 -1.5940 -6.6260  -0.034
C -3.6145 -1.0553 -5.5592  -0.015
C -3.0922 -0.0018 -4.8190  -0.021
C -1.8323 0.5097 -5.0749  -0.127
C -1.2792 1.5838 -4.1805  -0.014
C -0.5151 0.9029 -3.0334  -0.690
O 0.4154 0.1332 -3.2968  -0.076
O -0.9104 1.1050 -1.8304  -0.310
H 2.9888 -3.0956 -7.5809  0.123
H 4.2557 -1.5831 -9.0608  0.133
H 3.7248 0.8340 -9.1231  0.127
H 0.3718 1.3223 -6.1173  0.101
H -1.0803 -1.4964 -7.7486  0.134
H -3.3293 -2.3592 -7.2506  0.134
H -4.5966 -1.4448 -5.3270  0.136
H -3.6803 0.4333 -4.0200  0.135
H -2.0878 2.1762 -3.7590  0.110
H -0.5802 2.2581 -4.6782  0.133
Br -1.3205 6.4019 0.5661  0.906
C -3.1540 6.0563 0.4640  -0.670
C -4.0358 7.0859 0.7678  -0.088
C -5.3924 6.8443 0.7391  0.035
C -5.8915 5.5580 0.4175  0.022
C -5.0310 4.5347 0.0973  -0.131
C -3.6530 4.7598 0.0970  -0.673
I -2.4103 3.2223 -0.5285  1.218
H -3.6533 8.0638 1.0244  0.126
H -6.0800 7.6481 0.9682  0.142
H -6.9588 5.3796 0.4151  0.138
H -5.4137 3.5592 -0.1662  0.106

Cartesian forces, eV/Å:
Sn 0.7 -0.3 0.0
C 0.2 -0.1 -0.3
O -0.1 0.1 0.4
C 0.3 0.0 -0.6
N -0.5 0.1 0.1
C 0.1 0.2 -0.1
C 0.1 -0.1 0.0
C -0.1 0.1 0.1
C 0.1 0.0 -0.1
C 0.0 0.0 0.0
C 0.0 0.0 0.0
C -0.1 0.0 0.0
C 0.2 0.1 0.4
C -0.1 -0.2 0.0
C 0.0 0.0 -0.2
C 0.0 0.0 0.0
C -0.3 -0.2 0.5
N 0.3 0.4 -0.6
C -0.5 -0.1 0.1
N -0.5 -0.1 0.3
C -0.2 0.0 0.0
C 0.0 -0.2 -0.4
O 0.2 0.1 0.0
C 0.0 0.0 -0.1
C 0.0 -0.2 0.4
C 0.2 -0.3 0.3
C 0.1 0.0 0.1
C 0.0 0.0 0.0
C 0.0 0.0 0.1
H -0.1 0.0 0.0
H -0.1 0.0 0.0
H 0.0 0.0 0.1
H 0.1 -0.1 -0.1
H 0.0 0.0 0.0
H 0.0 0.0 0.0
H 0.0 0.0 0.0
H 0.0 0.0 0.0
H 0.0 0.0 0.0
H 0.0 0.0 0.0
H 0.0 0.0 0.0
H 0.0 0.0 0.1
H 0.0 0.0 0.1
H 0.0 0.0 0.0
H -0.4 -0.6 0.0
H -0.1 -0.2 0.4
H 0.0 0.0 0.0
H 0.0 0.0 0.0
H 0.0 0.0 0.0
Cl 0.0 0.0 -0.2
C -0.1 0.3 0.1
C 0.0 -0.1 0.0
C -0.1 0.0 0.1
C 0.1 0.0 -0.1
C -0.2 -0.2 0.0
Cl 0.0 0.1 0.0
C 0.4 -0.2 -0.3
N -0.1 0.1 0.1
C -0.2 0.0 0.0
C 0.1 0.0 -0.2
C -0.2 0.2 -0.1
C -0.1 0.1 -0.4
C 0.1 0.4 -0.3
C -0.2 -0.1 -0.1
C 0.2 -0.2 0.5
C 0.3 0.5 -0.5
O 0.0 0.2 -0.1
O 0.3 -0.1 0.4
H 0.0 0.0 0.0
H 0.0 0.0 0.0
H -0.1 0.0 0.0
H 0.0 0.0 0.1
H 0.1 -0.1 0.0
H 0.0 0.0 0.0
H 0.0 0.0 0.0
H 0.0 0.0 0.0
H 0.0 0.1 -0.1
H -0.1 0.1 0.0
Br -0.7 -0.1 -0.1
C 0.8 0.3 0.1
C -0.2 0.2 0.0
C 0.3 0.3 0.1
C 0.0 -0.4 -0.1
C -0.2 0.1 0.0
C 0.3 -0.7 -0.3
I -0.4 0.4 0.1
H 0.0 0.0 0.0
H 0.0 0.0 0.0
H 0.0 0.0 0.0
H 0.0 0.0 0.0

The charge is +3. As for the multiplicity: 1. The calculation puts the HOMO-LUMO gap (alpha / beta) at 3.548 / 5.220 eV.